Below is one molecule with the formula C4H7NO2 in a non-equilibrium geometry, with properties calculated with ωB97M-V/def2-TZVPD.

Its electronic energy is -9843.996 eV. As for the spin multiplicity: 1. The net charge is 0. The HOMO energy comes out at -9.575 eV. The value obtained for the molecular weight is 101.1 g/mol. As for the energy above the lowest of the compared OMol25 structures with the same formula, charge and spin: 75.7 kcal/mol. Its SMILES is C/C(CC=O)=N\O.

```
14
C4H7NO2, DFT ωB97M-V/def2-TZVPD
C -0.821 -1.208 0.355
C -0.075 0.101 0.403
N -0.642 1.248 0.442
O -2.019 1.178 0.559
C 1.386 0.057 -1.199
C 1.473 0.295 0.274
O 1.473 -1.089 -1.584
H -1.395 -1.266 1.284
H -1.555 -1.299 -0.462
H -0.126 -2.042 0.269
H -2.242 2.099 0.752
H 1.007 0.876 -1.835
H 2.254 -0.402 0.618
H 1.660 1.269 0.730
```

Löwdin population analysis, charges in e, atoms 1 to 5: atom 1 (C): -0.02, atom 2 (C): -0.34, atom 3 (N): 0.02, atom 4 (O): -0.05, atom 5 (C): -0.30

=====

Below is one molecule with the formula C4H7NO2, with properties calculated with ωB97M-V/def2-TZVPD.

Its electronic energy is -9842.993 eV. As for the spin multiplicity: 1. The net charge is 0. The HOMO energy comes out at -8.843 eV. The value obtained for the molecular weight is 101.1 g/mol. As for the energy above the lowest of the compared OMol25 structures with the same formula, charge and spin: 98.9 kcal/mol. Its SMILES is C=C(NO)[C@H]1CO1.

```
14
C4H7NO2, DFT ωB97M-V/def2-TZVPD
C 1.570 0.968 -0.283
C 0.497 0.189 -0.150
N 0.489 -1.223 -0.261
O 1.789 -1.757 -0.327
C -0.862 0.797 0.014
C -2.027 0.085 0.545
O -1.331 1.029 1.338
H 2.567 0.558 -0.387
H 1.453 2.048 -0.269
H 0.056 -1.666 0.546
H 1.808 -2.136 -1.218
H -1.055 1.630 -0.665
H -3.025 0.378 0.216
H -1.952 -0.948 0.885
```

Löwdin population analysis, charges in e, atoms 1 to 5: atom 1 (C): 0.07, atom 2 (C): -0.30, atom 3 (N): -0.04, atom 4 (O): -0.06, atom 5 (C): -0.25

=====

Below is one molecule with the formula C4H7NO2, with properties calculated with ωB97M-V/def2-TZVPD.

Its electronic energy is -9847.237 eV. As for the spin multiplicity: 1. The net charge is 0. The HOMO energy comes out at -9.957 eV. The value obtained for the molecular weight is 101.1 g/mol. As for the energy above the lowest of the compared OMol25 structures with the same formula, charge and spin: 1.0 kcal/mol. Its SMILES is C[C@H]1CNC(=O)O1.

```
14
C4H7NO2, DFT ωB97M-V/def2-TZVPD
C 1.367 -1.073 -0.509
C -0.077 -0.623 -0.414
C -0.502 -0.150 0.999
N -0.823 1.230 0.744
C -0.760 1.574 -0.578
O -1.050 2.627 -1.084
O -0.282 0.506 -1.273
H 2.037 -0.293 -0.131
H 1.634 -1.287 -1.549
H 1.515 -1.982 0.083
H -0.744 -1.413 -0.770
H 0.331 -0.240 1.710
H -1.358 -0.720 1.382
H -1.288 1.843 1.390
```

Löwdin population analysis, charges in e, atoms 1 to 5: atom 1 (C): -0.04, atom 2 (C): -0.33, atom 3 (C): -0.12, atom 4 (N): 0.09, atom 5 (C): -0.56

=====

Which value of net charge does entry 2 give? 0

=====

The highest electronic energy belongs to which entry? number 2